No. 1
ORCA calculation (ωB97M-V with the def2-TZVPD basis set) on a structure of composition C32H28FeN3O2S.

Last column: natural (NBO) charge in e.
CARTESIAN COORDINATES (ANGSTROEM)
Fe -0.16748 1.13075 0.67285  1.15
C -2.59001 -0.23817 2.64488  -0.67
C -2.47309 1.11425 2.01257  0.15
C -2.66651 1.30454 0.67366  -0.36
C -2.77388 2.60462 0.09132  -0.20
C -2.63071 3.74513 0.91010  -0.27
C -2.39493 3.61033 2.23980  -0.11
C -2.23915 2.28492 2.92678  -0.34
H -3.56083 -0.31665 3.14652  0.24
H -1.82349 -0.39950 3.40823  0.24
H -2.53395 -1.03507 1.90223  0.22
H -2.84481 0.43504 0.04869  0.23
H -3.00571 2.70530 -0.96049  0.22
H -2.73946 4.73290 0.47828  0.23
H -2.30988 4.49361 2.86607  0.21
H -2.94282 2.24572 3.76947  0.24
O 0.47940 -4.86255 -2.90806  -0.72
C 0.75355 -4.85621 -1.51919  -0.09
C 0.32957 -3.53422 -0.94822  0.03
C 0.25613 -3.35280 0.42475  -0.19
C -0.09021 -2.11213 0.92032  0.04
N -0.36207 -1.06899 0.13383  -0.51
C -0.29693 -1.24536 -1.18688  0.16
C 0.03704 -2.45385 -1.76777  -0.23
C -0.52667 -0.01672 -2.00638  0.27
C -0.90019 -0.04964 -3.33363  -0.24
C -1.08471 1.13803 -4.03013  0.04
C -1.44060 1.10064 -5.49821  -0.09
O -0.35795 0.60657 -6.27244  -0.69
C -0.87352 2.32829 -3.35553  -0.25
C -0.51190 2.28715 -2.02095  0.06
N -0.34954 1.14065 -1.35245  -0.54
H 0.61722 -5.74891 -3.25445  0.49
H 1.82342 -4.98056 -1.32735  0.19
H 0.22847 -5.65670 -0.99431  0.19
H 0.47545 -4.16387 1.11086  0.23
H -0.14484 -1.93358 1.98962  0.22
H 0.11107 -2.56114 -2.84092  0.25
H -1.05022 -0.99913 -3.83212  0.24
H -1.76975 2.08566 -5.83169  0.18
H -2.25886 0.40212 -5.65880  0.20
H 0.34649 1.26278 -6.29263  0.47
H -1.00319 3.28245 -3.85173  0.24
H -0.33983 3.19857 -1.46288  0.22
S 3.26202 -1.00797 2.42409  0.45
C 3.59161 -1.07965 0.72009  -0.24
C 4.55002 -1.83284 0.04405  -0.20
C 4.60446 -1.72684 -1.33342  -0.21
C 3.73143 -0.87536 -2.02307  -0.19
C 2.79249 -0.12292 -1.34640  -0.24
C 2.71725 -0.23327 0.04197  0.18
N 1.82050 0.44172 0.87580  -0.55
C 1.99924 0.13141 2.13324  0.11
C 1.11812 0.69872 3.15572  -0.15
C 1.32502 0.52910 4.55571  -0.20
C 0.32790 1.00539 5.43803  -0.24
C -0.71459 1.74622 4.97575  -0.15
C -0.80107 2.18306 3.53499  -0.32
C 0.07504 1.37726 2.60411  -0.21
H 5.23584 -2.47758 0.58115  0.23
H 5.34174 -2.29705 -1.88374  0.23
H 3.80114 -0.80148 -3.10259  0.22
H 2.13307 0.55828 -1.87153  0.22
H 2.19011 -0.00295 4.93672  0.21
H 0.40355 0.78250 6.49574  0.23
H -1.46553 2.12281 5.66652  0.21
H -0.43946 3.22714 3.51346  0.25

Cartesian forces, eV/Å:
0.21 -0.33 0.52
-0.01 -0.02 0.02
0.12 -0.03 0.07
0.13 -0.05 -0.31
0.00 0.15 0.08
-0.06 -0.17 -0.14
-0.08 0.01 0.16
-0.04 0.21 0.04
0.04 0.03 0.00
-0.03 0.03 -0.05
-0.02 0.06 0.03
-0.09 0.02 0.01
0.00 -0.02 0.06
0.02 -0.03 0.01
0.02 -0.08 -0.04
-0.08 -0.10 -0.04
0.01 -0.04 0.14
-0.05 0.10 -0.20
-0.01 0.00 -0.14
0.04 -0.01 0.19
-0.05 0.09 0.07
-0.07 0.08 0.08
-0.07 0.33 -0.23
0.06 -0.22 -0.11
-0.03 -0.32 0.32
0.04 -0.15 -0.16
0.03 -0.11 -0.15
0.13 -0.07 0.01
-0.10 0.02 0.09
0.00 0.13 0.06
0.13 -0.14 -0.05
-0.17 0.29 -0.24
0.03 0.01 -0.01
0.09 -0.03 0.01
-0.08 -0.06 0.01
-0.02 0.05 -0.05
0.00 0.02 -0.05
-0.01 -0.01 0.05
-0.02 0.05 0.00
0.02 0.07 -0.05
-0.07 -0.02 -0.01
-0.01 0.02 -0.01
0.04 -0.03 0.02
-0.03 0.01 0.04
0.07 -0.03 0.12
0.08 -0.11 0.04
-0.01 0.02 -0.01
-0.01 0.02 0.04
0.01 -0.01 0.00
-0.02 0.09 -0.06
-0.34 0.21 0.02
-0.15 0.23 -0.34
0.05 -0.10 0.27
0.53 -0.25 -0.08
-0.07 0.01 0.06
0.14 -0.02 -0.17
-0.17 0.04 -0.09
0.09 -0.21 0.10
-0.34 0.47 0.12
-0.06 0.04 -0.03
-0.03 0.01 0.02
0.00 0.00 0.09
0.08 -0.06 0.03
-0.08 0.04 -0.03
0.00 0.00 -0.05
0.07 -0.06 -0.08
0.20 -0.06 -0.01

Computed properties:
- HOMO level (alpha / beta) (Ha) = -0.3356 / -0.3948
- 2S+1 = 5
- lowest unoccupied orbital energy (alpha / beta) (eV) = -3.0 / -3.2
- gap between HOMO and LUMO (alpha / beta) (eV) = 6.1 / 7.6
- total charge = +1

---

No. 2
ORCA calculation (ωB97M-V with the def2-TZVPD basis set) on a structure of composition C32H28N6O6S3Sc.

Last column: Löwdin charge in e.
CARTESIAN COORDINATES (ANGSTROEM)
Sc -0.22867 0.23373 0.25579  1.09
C 2.93240 1.92897 -0.54297  -0.02
C 2.85694 1.58332 0.91186  -0.30
C 3.99156 1.82715 1.68271  -0.01
C 4.00538 1.51279 3.01813  -0.02
C 2.84128 1.02778 3.58566  0.00
C 1.72771 0.85963 2.78779  -0.19
N 1.73393 1.07078 1.45713  0.10
C 0.43829 0.46872 3.41237  -0.16
C 0.24698 0.58648 4.78307  0.02
C -0.96041 0.20808 5.32941  0.00
C -1.95010 -0.28363 4.49920  0.02
C -1.71267 -0.34526 3.13920  -0.19
N -0.54009 0.04324 2.60500  0.10
C -2.72086 -0.88322 2.19291  -0.19
C -3.99257 -1.25641 2.58795  0.02
C -4.87648 -1.73480 1.63268  -0.02
C -4.46840 -1.79830 0.31953  0.02
C -3.18092 -1.38804 0.00234  -0.22
C -2.74221 -1.31750 -1.42514  -0.15
N -2.31692 -0.97365 0.92080  0.10
H 3.93528 2.27272 -0.78649  0.09
H 2.21458 2.71843 -0.76494  0.09
H 2.69180 1.07622 -1.16338  0.04
H 4.87047 2.23034 1.19998  0.12
H 4.89722 1.64793 3.61618  0.12
H 2.81487 0.77842 4.63468  0.11
H 1.02046 0.99262 5.41541  0.12
H -1.13186 0.29350 6.39412  0.13
H -2.89210 -0.60731 4.91383  0.11
H -4.30940 -1.16980 3.61566  0.11
H -5.87618 -2.03564 1.91714  0.12
H -5.13324 -2.14121 -0.46291  0.13
H -3.01927 -2.23538 -1.94897  0.14
H -1.12090 -0.73354 -2.35809  0.03
H -3.27190 -0.48416 -1.89947  0.15
C 4.71100 -0.56461 -2.66223  -0.03
N 3.41585 -1.18127 -2.42649  -0.12
C 2.50187 -1.50705 -3.42549  -0.03
C 1.46499 -2.11979 -2.84955  -0.04
N 1.72423 -2.14144 -1.47648  -0.01
C 2.97822 -1.61201 -1.21326  -0.76
S 3.81307 -1.64543 0.23658  0.65
C 0.98572 -2.87942 -0.51476  -0.30
C 0.92160 -4.25527 -0.64067  0.03
C 0.31435 -4.98726 0.36455  -0.02
C -0.17152 -4.31023 1.47083  -0.02
C -0.08524 -2.93317 1.48784  -0.10
N 0.43652 -2.20932 0.49257  0.10
H 5.33152 -1.21547 -3.27628  0.10
H 5.19196 -0.42072 -1.69969  0.05
H 4.58274 0.39423 -3.16220  0.10
H 2.66334 -1.23665 -4.45454  0.14
H 0.53800 -2.47529 -3.26245  0.14
H 1.38795 -4.73162 -1.49245  0.13
H 0.26127 -6.06634 0.30280  0.12
H -0.61523 -4.83317 2.30661  0.12
H -0.46866 -2.38086 2.33210  0.10
O -2.27554 3.70549 0.72666  -0.25
S -1.48023 2.81190 -0.04763  0.54
O -1.94867 1.38131 0.05195  -0.37
O -0.05649 2.75237 0.26429  -0.33
C -1.67803 3.25292 -1.76206  -0.22
C -2.56106 4.30923 -1.98825  -0.04
C -2.82192 4.74940 -3.27548  -0.05
C -2.20245 4.13517 -4.34850  -0.05
C -1.32458 3.08768 -4.12983  -0.09
C -1.05260 2.62470 -2.84956  -0.28
S 0.14491 1.24660 -2.98719  0.91
O -1.35173 -1.10995 -1.46726  -0.14
O -0.70467 0.20642 -3.64975  -0.46
O 0.43195 0.76226 -1.55510  -0.58
H -3.03002 4.77672 -1.13440  0.11
H -3.50778 5.57172 -3.43053  0.12
H -2.39508 4.46916 -5.35968  0.12
H -0.84355 2.60603 -4.97323  0.11

Cartesian forces, eV/Å:
-0.53 -0.37 0.05
-0.14 0.07 0.14
-0.06 -0.13 0.00
0.08 0.00 0.01
0.04 0.00 0.04
0.08 0.01 0.09
-0.11 -0.02 -0.08
0.24 -0.21 -0.20
-0.03 0.04 -0.13
0.01 0.02 0.15
0.00 0.01 0.03
-0.07 -0.01 0.12
0.07 -0.02 -0.12
0.06 0.05 -0.12
0.02 0.04 -0.03
-0.03 0.00 0.09
-0.06 -0.01 0.04
-0.08 -0.04 -0.02
0.06 0.06 0.00
0.02 -0.01 0.01
0.12 0.06 0.00
-0.02 0.02 0.02
-0.02 -0.01 -0.05
-0.03 -0.11 -0.08
-0.02 0.00 0.01
-0.02 0.00 -0.02
0.01 0.01 -0.02
-0.03 -0.02 -0.02
0.01 0.00 -0.01
0.02 0.02 -0.01
0.00 0.00 -0.01
0.02 0.00 -0.01
0.02 0.00 0.02
-0.01 -0.05 -0.03
-0.05 0.11 0.01
0.02 0.02 -0.03
-0.06 -0.06 -0.02
-0.02 0.03 -0.07
0.28 0.22 -0.02
-0.17 -0.01 0.30
-0.05 0.03 0.07
-0.11 -0.24 -0.17
-0.24 0.10 -0.10
0.22 -0.04 -0.12
0.08 -0.09 -0.01
0.03 0.01 -0.02
0.01 -0.07 -0.04
-0.13 0.07 -0.01
0.23 0.44 0.18
-0.01 -0.02 0.00
0.00 0.01 0.03
-0.03 0.00 0.00
0.02 -0.01 0.03
0.02 0.01 0.03
-0.02 0.01 0.02
-0.01 0.02 -0.01
0.02 0.01 -0.02
0.02 -0.01 -0.02
-0.09 0.05 0.02
-0.05 0.09 -0.11
-0.15 0.07 -0.18
0.21 -0.19 0.13
-0.08 0.07 -0.05
0.17 -0.17 0.03
-0.02 0.02 0.02
-0.04 0.06 -0.08
0.03 -0.02 -0.02
0.05 0.07 0.26
-0.12 -0.03 -0.15
0.17 -0.09 0.12
0.10 -0.11 0.12
0.17 0.21 0.04
-0.01 0.00 -0.02
0.02 -0.01 -0.01
0.00 0.00 0.02
0.00 0.02 -0.02

Computed properties:
- HOMO level (Ha) = -0.3659
- energy above the lowest of the compared OMol25 structures with the same formula, charge and spin (kJ/mol) = 91.4
- lowest unoccupied orbital energy (eV) = -3.2
- gap between HOMO and LUMO (eV) = 6.7
- total charge = +1

---

No. 3
ORCA calculation (ωB97M-V with the def2-TZVPD basis set) on a structure of composition C32H29AlBBrCaCl3N5O21S.

Last column: Löwdin charge in e.
CARTESIAN COORDINATES (ANGSTROEM)
O 1.07883 0.44734 1.13241  0.07
N 1.45646 1.01988 0.14913  0.00
O 0.35777 1.48750 -0.53879  -0.11
C -0.30629 2.53556 0.20295  -0.11
C -1.66873 2.22191 0.89111  -0.07
C -2.29272 0.75122 0.70885  -0.05
C -3.52925 0.81676 -0.35321  -0.26
O -3.55339 0.14731 -1.42616  0.02
C -4.75192 1.78244 0.11474  -0.07
C -5.59945 1.21955 1.35943  -0.14
C -6.76201 2.10611 1.90373  -0.02
C -7.02281 3.47998 1.21412  -0.08
C -6.19221 4.02260 -0.02575  -0.12
C -5.01223 3.13104 -0.58112  0.05
C -2.35814 3.39322 1.70500  -0.01
C -1.80779 4.82844 1.86223  0.04
C -0.42541 5.16372 1.15330  -0.26
N 0.29912 6.41054 1.13159  -0.25
S 1.72651 6.10527 0.23244  0.97
N 1.55114 4.45133 -0.24516  -0.27
C 0.28572 3.98713 0.33825  -0.18
H -1.52770 -0.05525 0.45144  0.12
H -2.79889 0.48118 1.72047  0.13
H -5.31857 0.19577 1.81548  0.05
H -7.34206 1.72644 2.80664  0.11
H -7.87055 4.12478 1.65926  0.09
H -6.41585 5.05996 -0.48882  0.04
H -4.36813 3.48206 -1.47476  0.14
H -3.36306 3.16801 2.22299  0.09
H -2.36575 5.65831 2.44185  0.12
C 4.93888 -0.57708 -3.11031  -0.15
C 4.38958 -1.98187 -3.06011  -0.49
O 4.72659 -2.83046 -3.85936  0.13
N 3.48954 -2.28754 -2.07880  -0.03
C 2.96102 -1.42740 -1.03785  -0.08
H 5.64138 -0.49556 -3.94509  0.02
H 4.12792 0.14046 -3.26717  0.11
H 5.47214 -0.35412 -2.17960  -0.02
H 3.17704 -3.24652 -2.11582  0.01
H 3.21153 -1.87083 -0.06924  0.10
H 1.87169 -1.38977 -1.14432  0.07
H 3.36293 -0.41819 -1.08777  0.08
Al 6.67421 1.14959 -2.99405  1.15
O 4.79026 -6.04355 0.75663  -0.29
Cl 5.16076 -5.03641 -0.20313  0.70
O 3.96010 -4.65214 -0.97418  -0.61
O 6.13711 -5.54974 -1.11823  -0.26
O 5.66473 -3.86690 0.47200  -0.30
Br -6.28198 6.14636 1.54475  0.51
C -6.95468 -1.25430 -1.17785  -0.93
Cl -6.49339 -0.74501 0.45724  0.75
Cl -8.54211 -2.02334 -1.17998  0.58
H -6.98317 -0.37823 -1.82548  0.04
H -6.21552 -1.96379 -1.54813  0.04
C -3.38752 1.02351 -4.09837  -0.04
C -3.03392 0.65702 -5.52342  -0.34
C -1.64682 1.06561 -5.92663  -0.12
O -1.77531 1.23632 -7.33096  0.07
C -3.07868 1.57036 -7.56376  -0.53
O -3.49680 1.97656 -8.60673  0.18
O -3.83959 1.38071 -6.44630  0.09
H -2.75974 0.48743 -3.38556  0.06
H -3.27408 2.09862 -3.92940  0.09
H -4.43447 0.78468 -3.89358  0.09
H -3.20423 -0.41245 -5.69223  0.16
H -0.90183 0.30105 -5.69673  0.13
H -1.32759 2.01808 -5.49006  0.14
B 10.71629 -6.31610 0.00883  -0.90
O 11.22919 -6.55104 -1.35027  0.23
C 12.48923 -6.10866 -1.37715  -0.40
O 13.20446 -6.15216 -2.34859  0.15
C 12.84977 -5.57428 -0.06237  -0.40
O 13.91549 -5.09826 0.24454  0.15
O 11.80983 -5.69012 0.76826  0.24
O 9.52933 -5.44430 -0.02063  0.25
C 8.52736 -6.12798 0.53031  -0.35
O 7.40492 -5.69824 0.66080  0.05
C 8.99957 -7.45238 0.93888  -0.39
O 8.33540 -8.31221 1.46788  0.15
O 10.29257 -7.57863 0.63753  0.25
C -2.87083 1.25831 7.40372  -0.05
C -4.18917 0.81926 7.31272  -0.05
C -5.08329 1.46909 6.46814  0.00
C -4.64395 2.55770 5.71383  -0.15
C -3.32633 3.00665 5.80668  -0.01
C -2.44062 2.35187 6.65625  -0.06
N -5.57437 3.22946 4.80474  -0.33
O -6.72873 2.82020 4.76329  0.05
O -5.14635 4.16151 4.13344  0.01
H -2.17445 0.74492 8.06023  0.12
H -4.51875 -0.03238 7.89900  0.12
H -6.10757 1.11684 6.40693  0.12
H -2.97736 3.85542 5.22785  0.11
H -1.41279 2.69107 6.73399  0.11
Ca 1.66256 -4.52682 -1.24284  1.77

Cartesian forces, eV/Å:
1.58 1.02 -1.41
-0.52 -2.20 2.76
-1.49 3.02 -0.32
-3.76 1.49 2.37
3.36 2.55 -1.02
-1.29 1.22 0.70
0.19 -1.39 -2.08
-0.17 2.71 4.73
-0.90 2.44 -0.66
-1.54 4.20 -0.34
2.92 0.84 -2.95
0.87 -2.11 0.63
0.95 -1.04 1.57
-0.77 -2.50 3.22
1.93 2.06 -0.57
1.02 -3.10 -1.82
0.18 -0.93 -0.52
-0.16 -4.83 -1.26
-3.13 -2.75 0.64
-3.90 0.91 2.77
1.36 1.53 -0.21
-1.15 1.40 0.12
0.94 0.35 -1.57
0.15 2.72 -0.07
0.75 0.92 -1.52
1.39 -1.31 -1.16
-0.24 -2.37 0.23
-1.25 -0.70 1.76
1.80 0.41 -0.86
0.98 -1.75 -1.04
-0.36 0.05 0.12
0.21 -1.99 -0.89
-0.21 0.90 0.31
-0.71 1.34 -0.42
-0.04 -0.95 0.17
-0.22 -0.63 -0.32
0.10 0.19 0.11
-0.35 -0.33 0.43
1.60 0.48 -0.28
0.12 0.29 0.17
-0.11 0.47 0.09
-0.16 -0.12 0.03
1.11 1.09 -0.04
-1.22 0.99 -1.04
6.32 -2.58 3.15
-5.37 0.84 -1.88
-2.95 1.02 -1.14
-1.76 0.22 -1.03
0.71 -1.18 -0.29
-0.46 -0.40 -0.85
-0.84 -1.42 -0.97
0.27 0.14 0.01
0.01 -0.03 0.26
-0.06 0.11 0.24
-0.31 0.12 -0.20
-0.30 0.10 1.01
0.60 -0.20 -0.04
-0.35 0.06 0.07
-0.62 0.59 -1.55
0.46 -0.43 1.13
0.42 -0.02 -0.36
-0.04 0.03 -0.26
0.13 -0.04 -0.12
0.17 -0.12 0.02
0.10 0.03 -0.04
-0.01 0.06 -0.21
-0.15 -0.05 0.12
0.49 -0.17 -0.03
0.36 0.35 0.42
-0.25 -1.09 -3.04
-0.36 0.15 0.69
1.32 1.25 2.72
-0.65 -0.29 -0.38
0.06 -0.10 -0.69
-0.60 -0.52 0.34
-1.00 2.68 -0.64
2.38 -0.75 1.53
0.88 -3.13 0.98
0.11 0.69 -0.33
-0.87 0.56 0.01
-0.02 0.01 -0.03
0.10 0.17 -0.15
-0.11 -0.08 -0.02
0.49 -0.40 0.47
0.10 0.07 -0.09
-0.23 -0.10 -0.05
-0.17 0.16 0.05
0.60 0.32 -0.07
-0.30 -0.53 0.12
-0.11 0.09 -0.07
-0.01 0.14 -0.08
0.11 0.20 -0.08
-0.22 -0.09 0.05
-0.16 0.01 -0.02
2.28 -1.03 0.78

Computed properties:
- HOMO level (Ha) = -0.3867
- energy above the lowest of the compared OMol25 structures with the same formula, charge and spin (kJ/mol) = 669.9
- lowest unoccupied orbital energy (eV) = -9.5
- gap between HOMO and LUMO (eV) = 1.0
- total charge = +2

---

Number 1: M 574.507 g mol⁻¹. Number 2: M 733.769 g mol⁻¹. Number 3: M 1115.800 g mol⁻¹.